3
Properties=species:S:1:pos:R:3 method="wB97M-V/def2-TZVPD" fmax_ha_per_bohr=0.1640 e_tot_ha=-475.0259 lumo_ev=-5.6 charge=+1
Li 0.399 0.854 0.704
Li 0.407 -0.570 -0.938
Cl -0.806 -0.284 0.234

---

2
Properties=species:S:1:pos:R:3 method="wB97M-V/def2-TZVPD" spin_multiplicity=2 fmax_ha_per_bohr=0.0210 e_tot_ha=-660.2985 lumo_ev="0.0 / -1.6" s_squared=0.751
Mg 14.151 12.292 -1.781
Cl 15.637 10.470 -1.927

---

7
Properties=species:S:1:pos:R:3 method="wB97M-V/def2-TZVPD" fmax_ha_per_bohr=0.0428 e_tot_ha=-830.2892 lumo_ev=-30.4 charge=+6
Zr -3.566 10.609 13.124
O -2.337 8.727 14.319
O -1.807 7.167 15.701
N -2.264 7.525 14.652
Zr -1.084 12.443 17.596
O -2.796 6.588 14.067
Cl -2.696 11.609 15.659

---

4
Properties=species:S:1:pos:R:3 method="wB97M-V/def2-TZVPD" fmax_ha_per_bohr=0.0155 e_tot_ha=-946.5812 lumo_ev=-7.5 charge=+2
Cl 21.791 19.308 -5.390
Na 21.534 22.938 -8.104
Na 23.168 15.739 -2.441
Na 26.312 21.022 -5.844